Record 1
129
Properties=species:S:1:pos:R:3 method="wB97M-V/def2-TZVPD" charge=+1 max_force_ev_per_a=10.47 e_tot_ha=-2937.1348
O 4.712 2.320 -4.074
O -4.291 2.336 2.948
O 1.546 -3.290 -8.023
O -3.276 -3.408 -5.468
O 6.859 2.623 -0.021
O -6.710 1.826 1.657
O 1.763 -6.490 4.625
O -5.400 -2.806 1.419
O -2.856 -5.142 2.905
O -2.051 2.417 -0.634
O -1.518 -1.660 -4.602
O -2.903 -2.306 2.747
O -0.458 -4.518 -9.381
O -3.224 -1.994 -1.408
O 3.931 3.490 1.225
O 3.979 0.124 0.533
O 0.307 2.259 3.811
N 0.367 -0.776 -0.058
C 7.922 3.066 -0.224
C -2.639 3.549 -0.385
C -4.108 3.772 -0.540
C -1.962 -5.489 0.641
C -0.563 -4.108 -8.007
C -0.026 -0.297 -1.461
C -1.905 -4.274 -7.205
C -1.229 -2.331 -5.728
C -5.135 -1.655 1.839
C 1.816 -0.921 0.223
C -5.491 -2.278 -2.112
C 4.831 4.460 -5.185
C -4.483 -0.002 -1.981
C -1.469 3.919 3.816
C 4.908 2.688 3.193
C -2.236 -3.335 -6.130
C 3.726 4.017 -2.821
C 0.468 -3.310 -7.491
C -0.219 -2.148 0.195
C -5.816 0.818 1.880
C -1.782 4.632 0.130
C -4.548 1.173 2.499
C 0.113 -2.327 -6.399
C -3.873 -6.814 1.580
C -3.958 -1.288 2.439
C -3.592 0.173 2.750
C -0.237 0.221 1.007
C -6.149 -0.602 1.469
C -2.938 -5.718 1.846
C 4.446 3.554 -4.112
C 4.164 5.293 2.860
C 4.297 3.863 2.304
C 0.598 -6.144 4.446
C 0.181 -4.682 4.175
C -4.290 -1.492 -1.679
C 8.178 4.113 -1.492
C -0.146 3.266 4.315
C 0.283 3.793 5.685
C 2.660 0.398 0.104
C -0.413 -7.124 4.354
C 9.092 2.517 0.591
H -2.720 -4.581 -7.764
H 0.772 -1.817 -5.724
H 2.596 4.343 -3.010
H -1.207 -4.877 -9.760
H 9.176 3.775 -1.934
H 0.111 -2.898 -0.600
H -2.218 -1.918 -3.883
H -0.841 -4.944 1.001
H 4.727 3.880 -6.097
H -0.966 4.878 3.413
H -1.048 -0.297 -1.694
H 9.601 1.501 0.117
H -2.221 4.988 1.081
H -1.812 3.345 2.988
H -0.262 -7.788 5.077
H -0.851 4.535 0.235
H -5.226 -3.374 -2.153
H 7.156 4.082 -1.929
H -2.787 0.297 3.334
H 8.560 5.005 -1.082
H -2.314 -4.720 0.043
H -1.496 -0.132 1.245
H -0.229 1.249 0.586
H 8.919 2.222 1.498
H 3.574 3.356 -2.045
H -4.684 2.835 -0.934
H 1.171 -3.959 4.209
H -1.733 5.465 -0.612
H -1.271 -1.998 -0.072
H 4.343 4.925 -2.540
H 4.898 5.258 3.754
H 3.877 2.069 3.255
H -7.027 -0.840 0.954
H -0.382 -4.334 5.084
H 9.942 3.176 0.480
H -1.838 -6.321 0.172
H 3.172 5.432 3.584
H -0.551 -7.413 3.325
H -3.291 -3.170 2.274
H 0.500 4.896 5.541
H -0.431 3.593 6.615
H 2.381 1.238 0.677
H 0.510 -0.903 -2.220
H -5.140 0.623 -1.368
H -6.439 2.536 2.230
H 5.644 3.080 3.954
H -2.114 3.942 4.587
H 0.610 0.627 -1.855
H 1.232 3.415 5.829
H -3.261 -7.739 1.381
H 4.556 0.913 0.477
H -4.690 0.054 -2.971
H 4.362 5.619 -5.114
H -4.623 4.018 0.405
H 2.018 -1.449 1.093
H -1.300 -6.540 4.671
H -0.403 -2.490 1.247
H 2.638 1.046 -0.702
H -4.511 -7.084 2.489
H 5.782 4.730 -4.970
H -3.659 0.551 -1.906
H 4.299 6.154 2.147
H 5.631 1.909 2.834
H 0.478 0.157 1.715
H -4.324 4.475 -1.345
H 2.181 -1.504 -0.536
H -6.007 -1.885 -2.987
H -4.425 -6.593 0.585
H -0.246 -4.343 3.327
H -6.169 -2.243 -1.317


Record 2
21
Properties=species:S:1:pos:R:3 method="wB97M-V/def2-TZVPD" charge=+1 max_force_ev_per_a=3.01 e_above_lowest_kj_mol=121.7 e_tot_ha=-365.7844
O 0.159 -1.519 1.832
O 2.189 0.000 -2.400
N -0.305 -0.741 -0.835
C -1.474 1.341 -1.127
C 0.173 -0.125 2.176
C -0.854 0.554 1.261
C -0.409 0.756 -0.194
H -2.329 0.684 -1.102
H 0.478 -1.124 -1.382
H 2.584 0.797 -2.752
H -1.801 -0.009 1.170
H -1.844 2.255 -0.628
H 2.861 -0.688 -2.383
H -1.258 1.521 1.589
H -1.039 1.609 -2.077
H -0.128 0.034 3.228
H -0.104 -1.229 0.085
H 0.721 -2.096 2.346
H 1.175 0.327 2.043
H 0.616 1.124 -0.155
H -1.151 -1.018 -1.318